[1]
One molecule with the formula C5H6BrP at a distorted geometry. Source: the Open Molecules 2025 dataset; level of theory: the ωB97M-V functional and the def2-TZVPD basis.

Results
energy relative to the best compared isomer or geometry (same formula, charge and spin) = 26.3 kcal per mole
total energy = -84610.080 eV
frontier orbital gap = 8.95 eV

CARTESIAN COORDINATES (ANGSTROEM)
C: 0.21189 -0.71308 0.47812
C: 0.69836 0.62733 0.52326
C: -0.47866 -1.36895 -0.47393
C: 0.76579 1.38942 -0.55334
C: -2.62416 -0.32804 -1.22352
P: -1.25287 -0.78044 -2.02206
Br: -3.98876 0.72877 -1.98909
H: 0.72746 -1.50340 1.15084
H: 1.04284 1.15087 1.49818
H: -0.69204 -2.39493 -0.30156
H: 1.07389 2.40144 -0.70449
H: 0.73738 1.02752 -1.50834
H: -2.70511 -0.37153 -0.09941

So, what does the Mulliken scheme give us? The charges, in e, come out as: C -0.068; C 0.189; C -0.564; C -0.946; C -0.136; P -0.154; Br -0.123; H 0.223; H 0.237; H 0.466; H 0.257; H 0.288; H 0.332


[2]
C8H16Cl2N2SV as an isolated structure at a distorted geometry. Source: the Open Molecules 2025 dataset; level of theory: the ωB97M-V functional and the def2-TZVPD basis.

Results
energy relative to the best compared isomer or geometry (same formula, charge and spin) = 3.3 kcal per mole
2S+1 = 2
total energy = -73102.547 eV
⟨S²⟩ = 1.170
frontier orbital gap (alpha / beta) = 7.50 / 8.00 eV

CARTESIAN COORDINATES (ANGSTROEM)
V: -1.19307 -0.84845 -0.01645
Cl: -2.05488 1.16609 -0.77448
Cl: -0.67595 -2.65777 1.22253
C: -2.94890 -1.28553 -0.01214
H: -3.32945 -2.23102 0.39764
H: -3.70575 -0.84934 -0.69683
C: 1.44258 -0.58667 -0.44708
C: 0.54846 -1.19389 -1.25729
H: 1.88303 -1.16399 0.37649
C: 0.02327 -0.53831 -2.52497
H: 0.31668 -2.27322 -1.19942
C: 1.04965 0.45489 -3.12790
H: -0.25215 -1.32281 -3.25095
H: -0.90658 0.03859 -2.33090
C: 1.60362 1.38906 -2.05901
H: 1.82090 -0.15120 -3.60514
H: 0.55931 1.04182 -3.92456
C: 2.18347 0.66928 -0.83221
H: 2.37236 2.01541 -2.49273
H: 0.77578 2.03276 -1.70384
H: 3.26827 0.48177 -0.99623
H: 2.14642 1.37279 0.01888
N: -1.50951 1.31285 3.78409
C: -0.55100 0.54992 3.23635
N: 0.19247 -0.20928 4.07410
S: -0.16804 0.65701 1.56541
H: -1.48576 1.53715 4.78661
H: -2.00967 1.94291 3.17314
H: 0.82148 -0.88378 3.64531
H: -0.21704 -0.46700 4.97157

So, what does the Mulliken scheme give us? The charges, in e, come out as: V 0.093; Cl -0.495; Cl -0.546; C -0.564; H 0.378; H 0.373; C -0.410; C -0.513; H 0.398; C -0.215; H 0.607; C -0.867; H 0.366; H 0.116; C -0.600; H 0.347; H 0.375; C -0.494; H 0.341; H 0.253; H 0.406; H 0.255; N -0.435; C 0.549; N -0.411; S -0.266; H 0.203; H 0.270; H 0.260; H 0.226


[3]
A 2-piece molecular cluster, C9H17O2PS overall at a distorted geometry. Source: the Open Molecules 2025 dataset; level of theory: the ωB97M-V functional and the def2-TZVPD basis.

Results
energy relative to the best compared isomer or geometry (same formula, charge and spin) = 112.1 kcal per mole
total energy = -33822.794 eV
frontier orbital gap (alpha / beta) = 8.66 / 8.66 eV

CARTESIAN COORDINATES (ANGSTROEM)
C: 1.32764 1.34336 0.50305
C: 2.05543 0.23662 0.52898
C: 0.12035 -1.19374 -0.41136
C: 1.65710 -0.97297 -0.24872
C: -0.73244 0.03360 -0.04305
C: 3.32279 0.04191 1.34967
C: 2.23260 -0.60702 -1.67166
C: -3.30824 1.21646 0.96594
C: -3.23936 -0.24222 -1.44083
O: -2.84729 -1.59426 0.99455
O: -1.01783 2.59818 -0.07129
P: -2.59151 -0.33125 0.26680
S: -0.08690 1.59990 -0.57610
H: 1.66350 2.33490 1.00606
H: -0.17082 -1.64637 -1.34361
H: -0.16243 -2.06355 0.34462
H: 2.16975 -1.87720 -0.04747
H: -0.86644 -0.09736 1.86644
H: 3.67521 0.92934 2.00450
H: 4.10862 -0.24498 0.65478
H: 3.04222 -0.77162 2.12652
H: 3.24496 -0.55900 -1.55851
H: 1.79062 0.43302 -2.03214
H: 2.17832 -1.33374 -2.49324
H: -4.36633 0.93259 1.26935
H: -2.69458 1.71620 1.88160
H: -3.32357 2.04420 0.33425
H: -2.94955 0.67319 -1.94252
H: -2.77988 -0.97561 -2.01448
H: -4.28261 -0.30576 -1.26806

So, what does the Mulliken scheme give us? The charges, in e, come out as: C -1.053; C 1.027; C -1.171; C 0.228; C -0.203; C -1.272; C -1.326; C -1.063; C -1.264; O -0.720; O -0.630; P 1.049; S 0.246; H 0.362; H 0.493; H 0.239; H 0.573; H 0.239; H 0.364; H 0.299; H 0.285; H 0.449; H 0.226; H 0.408; H 0.345; H 0.283; H 0.405; H 0.356; H 0.425; H 0.401


[4]
A 6-piece molecular cluster, C8H28N9O6 overall at a distorted geometry. Source: the Open Molecules 2025 dataset; level of theory: the ωB97M-V functional and the def2-TZVPD basis.

Results
energy relative to the best compared isomer or geometry (same formula, charge and spin) = 99.2 kcal per mole
total energy = -34446.429 eV
charge = -1
frontier orbital gap = 5.47 eV

CARTESIAN COORDINATES (ANGSTROEM)
O: -1.44647 -0.58512 1.73663
H: -1.90163 -0.28969 0.92417
C: 2.73052 1.61426 -8.03476
C: 3.76267 1.44338 -6.87865
C: 3.11181 0.74394 -5.60317
O: 2.14588 1.60004 -5.07185
C: 1.07423 0.95425 -4.33340
N: 4.81530 0.61479 -7.44234
H: 3.26890 1.76398 -8.97062
H: 1.98128 2.38969 -7.87521
H: 2.15015 0.69435 -8.10577
H: 4.21397 2.39714 -6.60520
H: 3.89538 0.66850 -4.84923
H: 2.68418 -0.22812 -5.84882
H: 1.50931 0.07896 -3.85102
H: 0.37461 0.66339 -5.11700
H: 0.55002 1.56581 -3.59904
H: 4.99413 0.84407 -8.40958
H: 5.60090 1.07499 -7.00513
C: -5.92121 -4.30860 1.69850
O: -5.00331 -4.98024 1.28461
N: -5.79231 -3.09843 2.17988
N: -7.18097 -4.62346 1.85501
H: -4.89878 -2.64086 2.06878
H: -6.51487 -2.64382 2.71964
H: -7.80761 -3.93174 2.24095
H: -7.45725 -5.53701 1.52457
C: 3.97235 0.65585 1.04633
O: 4.02738 -0.55366 0.90936
N: 4.86396 1.48248 0.64560
N: 2.97784 1.25455 1.58949
H: 5.62981 1.03322 0.16421
H: 4.84364 2.48088 0.79684
H: 3.10587 2.00145 2.25722
H: 2.16399 0.68157 1.76104
C: -4.45202 3.02033 3.07800
O: -5.15366 3.96700 2.97038
N: -3.53363 2.73574 3.97047
N: -4.49131 1.98691 2.24083
H: -2.93972 1.99387 3.62842
H: -3.19652 3.53663 4.48530
H: -3.67451 1.40003 2.14860
H: -5.23962 2.04209 1.56475
C: 1.00511 -2.18544 6.58500
O: 1.50628 -2.76858 5.63368
N: -0.13527 -1.52607 6.54885
N: 1.48407 -2.35308 7.81097
H: -0.48553 -1.24282 5.64487
H: -0.49249 -1.07849 7.38081
H: 2.28510 -2.94850 7.96565
H: 0.99018 -1.86065 8.54150

So, what does the Mulliken scheme give us? The charges, in e, come out as: O -1.018; H 0.092; C -1.326; C 0.431; C -0.669; O -0.340; C -0.683; N -0.753; H 0.396; H 0.309; H 0.302; H 0.343; H 0.225; H 0.405; H 0.332; H 0.271; H 0.237; H 0.228; H 0.290; C 0.653; O -0.631; N -0.385; N -0.374; H 0.217; H 0.141; H 0.162; H 0.212; C 0.611; O -0.657; N -0.378; N -0.443; H 0.228; H 0.178; H 0.201; H 0.253; C 0.501; O -0.636; N -0.400; N -0.384; H 0.231; H 0.231; H 0.211; H 0.192; C 0.625; O -0.641; N -0.385; N -0.383; H 0.265; H 0.155; H 0.215; H 0.144


[5]
One molecule with the formula C4H5NO. Source: the Open Molecules 2025 dataset; level of theory: the ωB97M-V functional and the def2-TZVPD basis.

Results
energy relative to the best compared isomer or geometry (same formula, charge and spin) = 70.9 kcal per mole
total energy = -7763.450 eV
frontier orbital gap = 9.20 eV

CARTESIAN COORDINATES (ANGSTROEM)
O: 1.67121 -0.84276 -0.50805
C: 0.88891 0.82372 0.82354
C: 0.69038 -0.67318 0.52298
C: -0.72252 -0.82350 -0.02242
C: -1.15804 0.40739 -0.26406
N: -0.16571 1.34156 0.20584
H: 1.42796 -0.21982 -1.21001
H: 0.96203 -1.37298 1.31566
H: -1.24392 -1.74913 -0.23243
H: -2.06684 0.76991 -0.72918
H: -0.28344 2.33879 0.09812

So, what does the Mulliken scheme give us? The charges, in e, come out as: O -0.505; C -0.612; C 0.198; C -0.440; C -0.398; N 0.017; H 0.377; H 0.376; H 0.375; H 0.391; H 0.220


[6]
One molecule with the formula C15H23ClN4O4S at a distorted geometry. Source: the Open Molecules 2025 dataset; level of theory: the ωB97M-V functional and the def2-TZVPD basis.

Results
energy relative to the best compared isomer or geometry (same formula, charge and spin) = 21.8 kcal per mole
total energy = -53436.545 eV
frontier orbital gap = 9.02 eV

CARTESIAN COORDINATES (ANGSTROEM)
C: -0.02199 2.50341 3.37522
O: -0.77248 1.29060 3.48769
C: -1.94417 1.09481 2.65811
C: -1.60744 0.90794 1.14483
O: -2.47085 1.02134 0.27678
N: -0.34355 0.58609 0.84825
C: 0.18862 0.33350 -0.49439
C: 1.73678 0.17629 -0.53399
C: 2.23921 -0.57568 -1.79002
O: 1.63940 -0.08132 -2.97580
N: 2.24997 -0.47120 0.68951
C: 3.37138 -0.12569 1.33545
O: 4.12955 0.73783 0.90921
C: 3.70205 -0.86060 2.63548
C: 2.49736 -1.18722 3.50220
C: 1.70873 -2.34590 3.51414
C: 0.73296 -2.13561 4.46974
Cl: -0.55022 -3.13480 5.03155
N: 0.98030 -0.87438 4.95096
C: 0.29367 -0.16448 6.01803
N: 2.05304 -0.31193 4.37891
C: -2.58206 -0.20263 3.23872
C: -3.73059 0.14277 4.21024
S: -3.66865 1.91968 4.51360
C: -2.96776 2.23760 2.88271
H: 0.93427 2.38018 3.88394
H: 0.19255 2.78247 2.34345
H: -0.53582 3.33294 3.86084
H: 0.29982 0.53749 1.62637
H: -0.30020 -0.53756 -0.93690
H: -0.08639 1.18039 -1.12920
H: 2.13671 1.19374 -0.60317
H: 3.32547 -0.49307 -1.86454
H: 2.02253 -1.64217 -1.70557
H: 2.04288 -0.50867 -3.73778
H: 1.66142 -1.16174 1.12928
H: 4.27338 -1.75189 2.38400
H: 4.38554 -0.21386 3.18718
H: 1.83956 -3.23437 2.91309
H: 0.67374 -0.50818 6.97916
H: 0.45581 0.91004 5.92461
H: -0.77739 -0.35580 5.95578
H: -2.97334 -0.85210 2.45271
H: -1.83084 -0.79546 3.75958
H: -4.70822 -0.08197 3.78030
H: -3.64130 -0.39141 5.15719
H: -2.53396 3.23464 2.84168
H: -3.79079 2.20813 2.16607

So, what does the Mulliken scheme give us? The charges, in e, come out as: C -1.099; O -0.186; C 1.498; C -0.311; O -0.702; N 0.211; C -1.133; C 0.106; C -0.844; O -0.516; N -0.048; C 0.523; O -0.674; C -0.905; C 0.614; C -0.730; C 0.045; Cl -0.169; N 0.851; C -0.777; N -0.985; C -0.372; C -0.744; S -0.216; C -0.892; H 0.385; H 0.429; H 0.267; H 0.147; H 0.353; H 0.417; H 0.354; H 0.402; H 0.350; H 0.322; H 0.289; H 0.353; H 0.328; H 0.487; H 0.354; H 0.236; H 0.219; H 0.395; H -0.368; H 0.397; H 0.437; H 0.492; H 0.410